Entry 1:
64
Properties=species:S:1:pos:R:3:forces:R:3 method="wB97M-V/def2-TZVPD" total_charge=+1 orbital_gap_ev=5.3 e_homo_ha=-0.3735
C -5.1000 -1.8433 2.4254 -0.145 -0.079 0.131
C -3.8712 -0.9915 2.4681 0.140 -0.083 -0.153
C -3.8934 0.2923 3.0353 0.284 0.155 -0.035
C -2.7413 1.0621 3.1009 0.236 0.000 -0.216
C -1.4959 0.5494 2.6322 -0.659 -0.620 -0.025
C -0.2595 1.2530 2.7558 0.069 -1.186 -1.295
C 0.9693 0.5269 2.7809 0.501 -0.502 0.355
C 2.1557 1.0372 2.1786 -0.183 0.280 0.152
C 3.3019 0.2661 2.0809 -0.189 0.090 -0.060
C 3.3461 -1.0313 2.6144 -0.177 -0.014 -0.002
C 4.5738 -1.8787 2.4819 0.158 -0.100 -0.154
C 2.2202 -1.5344 3.2807 -0.356 0.115 0.102
C 1.0677 -0.7747 3.3832 -0.391 0.197 -0.358
C -1.5321 -0.7204 1.9674 0.439 0.035 0.468
C -2.6852 -1.4768 1.9049 0.173 0.305 0.030
H -4.8269 -2.9046 2.4613 -0.137 0.233 -0.004
H -5.7521 -1.6086 3.2719 0.012 -0.109 -0.186
H -5.6634 -1.6743 1.4982 0.107 0.005 0.173
H -4.8394 0.6692 3.4242 0.293 -0.011 -0.030
H -2.7584 2.0585 3.5390 -0.004 -0.197 0.034
H -0.2507 2.3382 2.6664 0.213 -0.049 0.392
H 2.1387 2.0538 1.7827 0.044 -0.314 0.047
H 4.1879 0.6513 1.5727 -0.307 -0.010 0.152
H 4.3128 -2.9446 2.4395 0.085 0.299 0.024
H 5.1273 -1.6114 1.5741 -0.065 -0.095 0.235
H 5.2442 -1.7354 3.3408 -0.159 0.008 -0.157
H 2.2439 -2.5475 3.6943 0.024 0.439 -0.047
H 0.1977 -1.1630 3.9206 0.353 0.105 -0.160
H -0.6170 -1.0944 1.5018 -0.343 0.155 0.138
H -2.6630 -2.4567 1.4247 -0.065 0.315 0.096
C 0.9731 5.0867 1.5581 -0.112 -0.107 -0.129
N -0.2775 5.4624 2.2000 -0.293 0.091 0.308
C -0.6232 6.8605 1.9835 -0.309 0.271 -0.224
C -0.6686 4.8312 3.3496 0.682 -1.009 0.307
N 0.0492 3.8009 3.7862 -0.353 1.770 -0.517
C 0.6096 3.8836 5.1218 -0.568 -0.434 0.551
C 2.1157 3.8913 5.1025 -0.001 -0.020 0.115
C 2.7918 5.0760 5.3883 0.241 -0.190 -0.088
C 4.1861 5.1157 5.3133 0.005 -0.232 -0.097
C 4.8911 3.9822 4.8794 -0.036 0.140 0.176
C 4.2102 2.7878 4.6149 -0.231 0.146 0.230
C 2.8249 2.7316 4.7876 0.260 0.292 -0.177
N -1.8419 5.2833 3.9234 -0.259 0.329 -0.013
C -3.0182 5.4817 3.0722 -0.115 0.163 0.004
C -2.1825 4.9969 5.3180 0.214 -0.127 -0.016
H 1.1687 4.0304 1.7297 0.014 0.217 -0.042
H 0.8720 5.2868 0.4869 0.105 -0.038 0.124
H 1.8083 5.6746 1.9579 -0.054 -0.101 -0.021
H -1.4797 7.1384 2.6019 0.419 0.128 -0.281
H 0.2198 7.5230 2.2395 -0.125 -0.294 -0.054
H -0.8686 7.0108 0.9251 -0.009 0.116 0.197
H 0.2821 4.8080 5.6112 0.164 -0.306 0.189
H 0.2313 3.0325 5.7071 0.269 0.135 0.257
H 2.2088 5.9565 5.6815 0.326 -0.264 -0.091
H 4.7134 6.0256 5.6075 -0.076 -0.295 -0.237
H 5.9810 4.0216 4.7882 -0.426 -0.008 0.027
H 4.7501 1.8914 4.3032 -0.055 0.287 0.148
H 2.2747 1.7980 4.6505 0.256 0.292 0.037
H -2.7063 5.6320 2.0355 -0.319 -0.109 0.264
H -3.6966 4.6105 3.1211 0.269 0.177 -0.001
H -3.5819 6.3584 3.4285 0.153 -0.221 -0.277
H -1.5270 5.5628 5.9999 -0.354 -0.349 -0.213
H -3.2138 5.3284 5.4991 0.345 -0.106 -0.129
H -2.1154 3.9186 5.5389 0.023 0.290 0.026

---

Entry 2:
16
Properties=species:S:1:pos:R:3:forces:R:3 method="wB97M-V/def2-TZVPD" smiles="CC(=O)C(C)C" total_charge=0 orbital_gap_ev=10.4 e_homo_ha=-0.3493
C -1.3632 0.4280 -0.8353 -0.171 0.154 -0.083
C -0.3939 -0.1964 0.1595 -0.078 0.096 0.004
C -0.7513 0.0453 1.6176 -0.068 0.080 0.087
C 0.9720 0.4308 -0.1472 -0.049 0.023 0.239
O 1.3317 1.4963 0.3047 -0.282 -0.381 -0.398
C 1.8451 -0.5322 -0.8749 0.100 -0.144 0.135
H -1.1034 0.1415 -1.8617 -0.061 0.102 0.139
H -1.3019 1.5161 -0.7533 -0.183 -0.043 -0.063
H -2.3882 0.1046 -0.6436 0.031 0.055 -0.012
H -0.3738 -1.2824 -0.0287 0.198 0.333 0.001
H -0.5424 1.0895 1.8615 -0.146 -0.090 0.095
H -0.1477 -0.5901 2.2778 -0.083 0.159 -0.105
H -1.8047 -0.1781 1.8061 0.081 0.055 0.002
H 1.3595 -1.0437 -1.7117 -0.010 0.252 0.095
H 2.8480 -0.1834 -1.1272 -0.208 -0.035 0.176
H 1.8142 -1.2459 -0.0436 0.929 -0.618 -0.313

---

Entry 3:
7
Properties=species:S:1:pos:R:3:forces:R:3 method="wB97M-V/def2-TZVPD" total_charge=0 orbital_gap_ev=9.7 e_homo_ha=-0.3428
N -0.3541 -1.3410 0.4060 2.136 -4.640 -0.920
N -0.5375 1.0553 0.0088 -1.805 0.194 -0.077
S 0.3887 -0.2603 -0.3810 -0.042 0.200 -1.721
Cl 2.2594 0.5062 0.3518 0.319 0.082 0.519
H 0.2263 -2.4900 -0.0444 -2.242 4.652 1.715
H -1.4892 0.6504 0.3320 1.939 1.425 -0.911
H -0.4935 1.8794 -0.6731 -0.304 -1.912 1.395